No. 1
Here is C20H23F5N5ReS as an isolated structure in a non-equilibrium geometry from OMol25. Energies are from wB97M-V/def2-TZVPD.

For the gap between HOMO and LUMO (alpha / beta), the calculation gives 7.87 / 6.96 eV. As for the net charge: +1. Its multiplicity is 2.

Each line ends with the natural charge from an NBO analysis.
Atoms and positions in Å:
Re  0.28618  -0.31263  -0.41578  0.77
C  0.77021  5.20086  -0.81019  -0.67
C  1.75588  4.10663  -0.66540  0.36
N  3.04431  4.22350  -0.63920  -0.22
N  3.51232  2.94850  -0.50099  -0.35
C  2.55045  2.03246  -0.43834  0.24
S  2.68322  0.34551  -0.26648  -0.05
N  1.41281  2.77154  -0.53111  -0.24
N  0.15393  2.17889  -0.54476  -0.64
H  1.30761  6.13768  -0.92665  0.28
H  0.12933  5.27260  0.06951  0.24
H  0.13924  5.04593  -1.68596  0.25
H  4.50617  2.77688  -0.46812  0.45
H  -0.28779  2.30957  -1.45334  0.42
H  -0.44814  2.60257  0.15973  0.41
F  -1.71032  1.27289  -2.46100  -0.36
C  -2.47474  0.58112  -1.56543  0.33
C  -1.86130  -0.18206  -0.58446  -0.48
C  -2.76298  -0.87281  0.21439  0.37
F  -2.30269  -1.68944  1.18730  -0.33
C  -4.13797  -0.80800  0.07514  0.26
F  -4.93580  -1.50190  0.88043  -0.28
C  -4.68704  -0.01007  -0.91482  0.29
F  -6.00365  0.07429  -1.05952  -0.27
C  -3.84132  0.69468  -1.75221  0.25
F  -4.33960  1.46187  -2.71866  -0.28
C  0.49194  -0.72268  5.98202  -0.64
C  0.43121  -0.62932  4.49140  0.07
C  0.22340  -1.74225  3.68894  -0.23
C  0.17161  -1.61351  2.31596  0.09
N  0.32682  -0.43826  1.69023  -0.42
C  0.55060  0.64046  2.46121  0.04
C  0.59697  0.59124  3.83079  -0.23
H  0.18141  -1.70425  6.33204  0.23
H  -0.14713  0.03040  6.44290  0.24
H  1.51125  -0.54370  6.32822  0.24
H  0.08615  -2.72265  4.12387  0.24
H  -0.01843  -2.46740  1.69047  0.22
H  0.70922  1.57736  1.94576  0.18
H  0.76844  1.50475  4.38443  0.23
C  2.24551  -2.43114  -2.56031  -0.60
C  0.73304  -2.47661  -2.29988  -0.14
C  0.04210  -1.36990  -3.10702  -0.58
C  0.19897  -3.85690  -2.68388  -0.60
C  0.46178  -2.15942  -0.85331  -0.25
H  2.45002  -2.70627  -3.59709  0.22
H  2.77590  -3.13366  -1.91500  0.22
H  2.64851  -1.43597  -2.38317  0.21
H  0.23984  -1.45693  -4.17665  0.25
H  0.43466  -0.36492  -2.80467  0.18
H  -1.03471  -1.37720  -2.95104  0.23
H  0.36851  -4.05269  -3.74527  0.22
H  -0.87342  -3.93238  -2.49482  0.22
H  0.70376  -4.63521  -2.11206  0.22
H  0.26376  -3.03201  -0.20815  0.20

No. 2
Here is one molecule with the formula C5H11N in a non-equilibrium geometry from OMol25. Energies are from wB97M-V/def2-TZVPD.

For the gap between HOMO and LUMO, the calculation gives 10.34 eV. The SMILES is CC(C)N1CC1.

Each line ends with the natural charge from an NBO analysis.
Atoms and positions in Å:
C  1.29774  0.76763  -0.06956  -0.65
C  0.49127  -0.32385  0.63848  -0.04
C  1.01814  -1.75109  0.42087  -0.62
N  -1.06185  -0.33218  0.17409  -0.40
C  -1.81658  0.93686  0.24660  -0.27
C  -1.40334  0.36754  -1.05340  -0.26
H  0.64783  1.14125  -0.89984  0.20
H  1.52858  1.63943  0.54745  0.22
H  2.18834  0.42668  -0.60260  0.22
H  0.40047  -0.12330  1.71134  0.20
H  1.29734  -1.91393  -0.62521  0.20
H  0.21633  -2.44586  0.67343  0.23
H  1.89634  -2.02920  1.02327  0.21
H  -1.25408  1.81902  0.55820  0.18
H  -2.85478  0.94988  0.60233  0.20
H  -2.02126  -0.07563  -1.83487  0.21
H  -0.57049  0.94675  -1.51057  0.17

No. 3
Here is a 9-piece molecular cluster, C31H65BIN13O24P overall in a non-equilibrium geometry from OMol25. Energies are from wB97M-V/def2-TZVPD.

For the gap between HOMO and LUMO, the calculation gives 7.13 eV. As for the net charge: +1.

Each line ends with the Mulliken charge.
Atoms and positions in Å:
C  -0.09710  -3.37330  4.72798  -1.06
C  -0.77432  -3.29904  3.49184  -0.23
C  -1.40514  -2.91049  1.98840  0.23
O  -2.82959  -3.24966  2.10542  -0.24
N  -2.97974  -4.04418  3.18119  0.09
O  -4.11626  -4.00976  3.62539  -0.43
N  -0.59283  -3.66717  1.00305  -0.01
C  -0.90055  -3.42548  -0.45011  -0.46
C  -2.35200  -4.11997  -0.91077  -0.35
C  -2.60215  -5.59582  -0.16423  -1.05
B  0.21777  -4.38669  -1.25155  0.98
N  1.54345  -4.74094  -0.53205  -0.52
O  0.04401  -4.98426  -2.58046  -0.53
C  -0.79122  -1.82783  -0.78777  -0.30
C  0.63883  -1.22382  -1.20231  -1.10
C  1.95403  -1.50452  -0.30045  0.78
C  3.16393  -2.03464  -1.33046  -0.15
C  4.54098  -2.22150  -0.46140  0.07
O  4.81985  -3.36600  0.16789  -0.57
O  5.45500  -1.03599  -0.35568  -0.34
C  5.98111  -0.90849  1.01720  0.14
C  7.49634  -1.59525  1.11630  -0.98
P  -1.81508  -1.58797  -2.45667  0.30
N  -1.22855  -2.43789  -3.69542  -0.67
N  -1.61996  -1.08338  0.23386  0.52
C  -2.00876  0.35294  -0.15548  0.29
C  -3.65437  0.50015  -0.44165  -0.28
O  -4.49921  0.18972  0.56120  -0.53
I  -4.47828  1.21305  -2.33935  0.30
C  -1.29494  -1.27031  1.67829  0.08
C  0.03768  -0.70743  2.34012  -1.07
C  0.63640  0.73582  1.87939  0.16
C  2.00764  1.13712  2.74208  -0.84
C  3.15688  1.86085  1.82412  0.09
C  2.62378  3.21530  1.02139  -0.43
O  3.27755  3.18550  -0.30493  -0.29
C  2.58819  4.05483  -1.27176  0.51
C  2.62544  3.55263  -2.85990  -0.59
O  1.99440  5.21470  -0.91154  -0.57
H  0.75451  -3.48508  5.55276  0.32
H  -0.39977  -4.65957  1.24232  0.74
H  -2.41490  -4.36215  -2.05115  0.63
H  -3.28182  -3.47053  -0.62754  -0.06
H  -2.41753  -5.56771  0.98875  0.23
H  -3.75949  -5.82020  -0.33372  0.35
H  -1.97083  -6.45961  -0.64946  0.22
H  2.18349  -5.15573  -1.26927  0.20
H  1.31784  -5.57394  0.08539  0.27
H  -0.52198  -5.80886  -2.48708  0.31
H  0.59918  -0.04047  -1.36565  0.06
H  0.88299  -1.64168  -2.29596  0.89
H  2.44013  -0.53929  0.20725  -1.11
H  1.86561  -2.34059  0.51426  0.21
H  3.31902  -1.14208  -2.10743  0.40
H  2.84568  -2.95949  -1.97100  0.37
H  5.24744  -1.34946  1.84777  0.21
H  6.14643  0.22795  1.34189  0.11
H  7.46844  -2.72700  1.42252  0.23
H  8.19890  -1.02710  1.89250  0.32
H  7.97784  -1.41806  0.04252  0.26
H  -1.75258  -0.19032  -2.86795  0.20
H  -3.24471  -1.84043  -2.20912  0.08
H  -0.95091  -1.73197  -4.43112  0.31
H  -2.57572  -1.56063  0.14000  0.34
H  -1.87352  1.05296  0.80291  0.27
H  -1.35131  0.82538  -0.98760  0.48
H  -2.22111  -0.81703  2.28570  0.53
H  -0.16105  -0.59155  3.51473  0.41
H  0.94869  -1.47798  2.29008  0.17
H  0.81542  0.83321  0.71001  -0.22
H  -0.15700  1.56539  2.16810  0.59
H  1.68243  1.91300  3.56874  0.32
H  2.47494  0.18588  3.27515  0.34
H  3.60580  1.14093  1.01460  -0.24
H  4.04736  2.22134  2.51275  0.38
H  1.45932  3.27248  0.91920  0.33
H  2.97527  4.18706  1.60931  0.31
H  3.75342  3.51702  -3.21772  0.31
H  2.03587  4.30219  -3.54180  0.20
H  2.15996  2.46787  -2.97928  0.11
C  -0.37987  5.38718  -6.30936  -0.76
N  -0.47874  4.07065  -5.62326  0.81
O  -0.00003  3.98756  -4.48618  -0.49
O  -1.03401  3.15774  -6.24566  -0.48
H  0.12887  6.09245  -5.64874  0.29
H  0.19158  5.23798  -7.22774  0.32
H  -1.39609  5.72402  -6.52397  0.29
C  -3.65076  0.61455  -6.72624  -0.68
N  -3.47081  -0.38003  -5.63436  0.82
O  -4.33732  -1.25425  -5.51653  -0.62
O  -2.46479  -0.25492  -4.92628  -0.51
H  -4.57231  0.38454  -7.26520  0.31
H  -3.70987  1.60265  -6.26537  0.21
H  -2.78655  0.53624  -7.38898  0.28
C  -6.65990  -1.81886  -3.63646  -0.62
N  -6.47995  -2.81344  -2.54459  0.88
O  -7.34646  -3.68766  -2.42676  -0.50
O  -5.47393  -2.68832  -1.83650  -0.54
H  -7.58145  -2.04887  -4.17543  0.33
H  -6.71901  -0.83075  -3.17560  0.12
H  -5.79569  -1.89716  -4.29920  0.32
C  -8.36583  -3.37771  0.73424  -0.62
N  -9.61220  -2.67229  0.33088  0.87
O  -10.56957  -2.72338  1.11179  -0.52
O  -9.59430  -2.08731  -0.75843  -0.51
H  -8.52411  -3.84541  1.70832  0.33
H  -8.15357  -4.13223  -0.02595  0.24
H  -7.56884  -2.63336  0.78873  0.21
C  6.21852  5.46704  1.36012  -0.69
N  5.81813  4.52683  2.44153  0.87
O  6.63639  3.65967  2.76935  -0.50
O  4.69359  4.68580  2.93065  -0.51
H  7.22594  5.21140  1.02486  0.31
H  5.50091  5.35608  0.54467  0.20
H  6.19486  6.47648  1.77567  0.32
C  -4.49680  5.13286  -2.56850  -0.42
N  -4.21178  5.31900  -4.01691  0.83
O  -4.08085  4.29910  -4.70368  -0.45
O  -4.12738  6.48377  -4.42347  -0.50
H  -4.54338  4.06342  -2.35225  -0.14
H  -3.68569  5.60433  -2.00988  0.29
H  -5.45531  5.61119  -2.35718  0.29
C  1.08578  -1.35278  8.48536  -0.76
N  1.41364  -1.28857  7.03548  0.77
O  0.61226  -0.70124  6.29939  -0.44
O  2.46621  -1.82975  6.67725  -0.48
H  0.13744  -0.83886  8.65615  0.31
H  1.00796  -2.40693  8.75915  0.29
H  1.89481  -0.85990  9.02826  0.31
C  7.29917  4.53771  5.98891  -0.46
N  7.97908  5.64953  6.70679  0.85
O  8.21999  6.67640  6.06143  -0.51
O  8.25189  5.45991  7.89789  -0.53
H  7.12100  4.84144  4.95516  0.08
H  7.95898  3.66857  6.02726  0.28
H  6.35514  4.34290  6.50182  0.28

No. 4
Here is one molecule with the formula C4H7NO2 from OMol25. Energies are from wB97M-V/def2-TZVPD.

For the gap between HOMO and LUMO (alpha / beta), the calculation gives 7.46 / 7.46 eV.

Each line ends with the natural charge from an NBO analysis.
Atoms and positions in Å:
C  1.00078  -1.39518  -1.38873  -0.73
C  0.04321  -0.52033  -0.69393  0.11
C  0.20870  -0.28624  0.73660  -0.02
O  1.11986  -0.83593  1.41669  -0.70
C  -0.12058  1.29343  0.99692  0.68
O  0.75306  2.03582  1.35592  -0.54
N  -1.40685  1.69118  0.72998  -0.85
H  2.00650  -0.95902  -1.24875  0.28
H  1.07157  -2.35042  -0.85061  0.28
H  0.79986  -1.55738  -2.45052  0.23
H  -0.78760  -0.05715  -1.22857  0.21
H  -0.87466  -0.70953  0.92167  0.25
H  -2.15279  1.01335  0.71753  0.39
H  -1.66107  2.63742  0.98580  0.41

No. 5
Here is C46H50Cl2N5O4RhSTe as an isolated structure from OMol25. Energies are from wB97M-V/def2-TZVPD.

For the gap between HOMO and LUMO (alpha / beta), the calculation gives 4.52 / 5.79 eV. As for the net charge: -1. Its multiplicity is 6.

Each line ends with the Mulliken spin population.
Atoms and positions in Å:
Rh  0.61458  0.35815  -0.39571  1.66
C  2.07586  -2.48669  -7.28809  0.00
C  1.44158  -2.44790  -5.92315  0.00
C  1.92951  -1.61264  -4.92769  0.00
C  1.33469  -1.56282  -3.67342  -0.02
C  0.23280  -2.36128  -3.41329  0.01
C  -0.26701  -3.21405  -4.39266  0.00
C  0.33733  -3.25075  -5.63552  0.00
S  -0.65572  -2.25295  -1.88441  0.00
O  -1.70743  -1.29899  -2.08420  0.00
O  -1.04673  -3.59199  -1.51977  0.00
N  0.40337  -1.63906  -0.82918  0.09
C  1.46706  -2.46338  -0.31534  0.01
C  1.65571  -3.83234  -0.52726  0.11
C  2.72534  -4.47710  0.08350  -0.03
C  3.60643  -3.79238  0.90386  0.09
C  3.45169  -2.41758  1.12535  -0.10
C  4.32505  -1.63424  1.93726  0.53
C  4.09792  -0.24516  2.03136  -0.10
C  3.05041  0.33282  1.37883  0.26
N  2.16772  -0.40609  0.62357  0.15
C  2.37062  -1.76737  0.48552  0.05
H  2.86002  -1.73562  -7.37803  0.00
H  1.33532  -2.29638  -8.06706  0.00
H  2.52121  -3.46268  -7.49270  0.00
H  2.78573  -0.97947  -5.13111  0.00
H  1.71906  -0.89611  -2.91353  0.01
H  -1.11994  -3.84108  -4.16914  0.00
H  -0.05291  -3.91411  -6.40002  0.00
H  0.96938  -4.39591  -1.13550  0.03
H  2.85864  -5.53891  -0.08380  0.00
H  4.43157  -4.30920  1.38113  0.00
H  5.15690  -2.10692  2.44174  0.04
H  4.75872  0.38756  2.61049  -0.01
H  2.85826  1.39435  1.41551  0.04
O  -1.80921  1.99966  -1.26060  -0.02
N  -0.84006  1.26994  -1.46960  0.03
Cl  1.94739  2.16124  -4.11554  0.00
C  0.29754  2.12006  -4.64926  0.00
C  0.01488  2.58963  -5.91830  0.00
C  -1.29251  2.58124  -6.37340  0.00
C  -2.29257  2.08194  -5.56116  0.00
C  -2.00221  1.59720  -4.29034  0.01
Cl  -3.32658  0.88006  -3.44530  0.00
C  -0.69241  1.63314  -3.78774  0.00
N  -0.23055  1.12460  -2.56401  0.07
H  0.82417  2.96075  -6.53158  0.00
H  -1.52736  2.94521  -7.36505  0.00
H  -3.31775  2.03882  -5.90101  0.00
C  -0.04448  -0.01521  5.72265  0.01
C  -0.68979  -0.38527  4.38823  0.02
C  -0.54818  -1.88708  4.13475  0.01
C  -0.06613  0.37446  3.22125  0.23
H  -0.52852  -0.54002  6.54985  0.00
H  -0.10281  1.05305  5.92344  0.00
H  1.01080  -0.30426  5.71358  0.00
H  -1.76032  -0.15762  4.45135  0.01
H  0.50708  -2.15654  4.04022  0.00
H  -1.04693  -2.18298  3.21031  0.00
H  -0.97588  -2.46783  4.95608  0.00
H  -0.04589  -0.21911  2.30866  -0.08
H  0.95296  0.71895  3.41287  0.05
C  0.89843  4.38729  0.45930  -0.02
C  1.01916  2.91429  0.17815  0.01
O  1.71722  2.54063  -0.80349  0.14
N  0.42913  1.96346  0.88190  0.32
Te  -1.11785  2.17897  2.50030  0.56
C  -3.17257  3.49899  2.00612  0.66
C  -3.27490  4.83060  2.36120  -0.05
C  -2.11321  5.68093  2.81403  0.05
C  -4.53557  5.43146  2.26201  0.04
C  -5.63861  4.73508  1.80003  -0.03
C  -6.99351  5.38760  1.71980  0.00
C  -5.47163  3.40618  1.41329  0.03
C  -4.24358  2.76090  1.50710  -0.06
C  -4.12702  1.32102  1.08147  0.12
C  -1.18263  2.97139  4.52580  0.21
C  -2.37068  2.96208  5.26353  -0.08
C  -3.62540  2.23853  4.83910  0.05
C  -2.40479  3.63472  6.48537  0.01
C  -1.30014  4.30340  6.98817  0.00
C  -1.36953  5.05265  8.29232  0.00
C  -0.12371  4.26720  6.25152  0.00
C  -0.04553  3.61495  5.02620  -0.13
C  1.29318  3.60406  4.32761  0.03
H  0.58670  4.87459  -0.46402  0.00
H  1.88075  4.77829  0.72994  0.00
H  0.18407  4.62367  1.24712  0.02
H  -1.18258  5.12212  2.86393  0.00
H  -2.29648  6.09972  3.80633  0.00
H  -1.96759  6.51142  2.11947  0.00
H  -4.64009  6.47715  2.54008  0.01
H  -6.91497  6.47144  1.80677  0.00
H  -7.64752  5.03669  2.52156  0.00
H  -7.48631  5.15675  0.77423  0.00
H  -6.32317  2.85363  1.02689  0.00
H  -5.08630  0.95420  0.71666  0.00
H  -3.81805  0.68178  1.91348  -0.02
H  -3.38862  1.20734  0.28635  -0.02
H  -3.42724  1.45976  4.10274  0.00
H  -4.34880  2.92441  4.39327  -0.01
H  -4.09191  1.76942  5.70702  0.00
H  -3.32679  3.62626  7.05939  0.00
H  -2.31988  4.87887  8.79647  0.00
H  -1.26856  6.12783  8.12982  0.00
H  -0.56703  4.74876  8.96674  0.00
H  0.76377  4.75880  6.64079  0.00
H  2.00192  2.98804  4.88640  0.00
H  1.70741  4.61249  4.27098  0.00
H  1.25641  3.20740  3.31226  -0.02

No. 6
Here is C2H5N4O as an isolated structure in a non-equilibrium geometry from OMol25. Energies are from wB97M-V/def2-TZVPD.

For the gap between HOMO and LUMO (alpha / beta), the calculation gives 10.00 / 10.00 eV. As for the net charge: +1.

Each line ends with the natural charge from an NBO analysis.
Atoms and positions in Å:
C  1.69465  -0.21452  0.71302  -0.23
C  -1.04776  0.59236  -0.89449  -0.45
N  -0.98845  -1.45369  0.44445  0.27
N  -1.47221  -2.31069  0.86003  0.21
N  -0.42424  -0.60910  -0.27247  -0.36
N  1.69330  0.97126  0.78450  0.35
O  1.35853  2.07791  0.95164  -0.20
H  2.33228  -1.04374  0.73324  0.30
H  0.65582  -0.52589  0.08937  0.34
H  -0.61530  0.90101  -1.86809  0.27
H  -2.00270  0.23931  -1.31941  0.25
H  -1.18392  1.37578  -0.22179  0.23

Energy relative to the best compared isomer or geometry (same formula, charge and spin) values (in kcal per mole) by entry order: 13.20; 48.43; 165.94; 90.82; 39.22; 177.00.
Electronic energy values (in Eh) by entry order: -2025.1825; -251.7854; -4400.0145; -361.7361; -4054.5862; -372.9527.